No. 1
ORCA calculation (ωB97M-V with the def2-TZVPD basis set) on a structure of composition C13H25AlF2NO9.

The calculation puts the total energy at -45838.757 eV. Its molecular weight is 404.3 g/mol. The net charge is -1. The value obtained for the HOMO energy is -0.18339 Eh. The calculation puts the LUMO energy at 2.4 eV.

Geometry (Å):
1 Al -2.688 2.277 1.735
2 H -4.923 2.862 3.028
3 C -0.456 2.979 0.100
4 O -0.221 4.092 0.466
5 H -1.863 -4.945 -2.980
6 O 5.877 -0.819 -1.853
7 C -0.049 1.716 1.887
8 C -1.111 -2.534 -0.673
9 C -4.255 1.736 0.552
10 H -2.764 3.841 2.141
11 N -0.981 1.893 0.806
12 H 6.272 -3.088 -0.525
13 H 3.974 1.526 0.543
14 H -6.632 2.585 2.909
15 C -2.674 -4.512 -2.392
16 C 4.131 1.851 -0.483
17 F 1.016 0.915 1.636
18 F -0.223 2.650 -1.185
19 O -1.063 -3.875 -0.680
20 C 7.118 -2.402 -0.481
21 H 4.890 2.629 -0.522
22 C -2.318 -4.515 -0.920
23 H -5.315 4.612 1.890
24 H 3.199 2.246 -0.876
25 H 7.942 -0.774 -1.646
26 O -5.929 3.956 1.573
27 C 5.700 0.241 -1.062
28 H 7.258 -2.084 -2.600
29 O -0.132 2.215 2.976
30 C -5.734 2.766 2.318
31 H -3.978 0.773 0.130
32 H -0.458 -0.178 0.194
33 H 8.041 -2.982 -0.432
34 C -5.516 1.606 1.385
35 H 7.026 -1.824 0.437
36 H -4.363 2.424 -0.280
37 H -2.198 -5.538 -0.566
38 O -2.100 -1.872 -0.827
39 O 6.498 0.673 -0.273
40 H 1.239 -0.399 -0.170
41 C 0.234 -0.644 -0.479
42 H -3.099 -4.047 -0.322
43 O 4.493 0.736 -1.305
44 H -2.835 -3.496 -2.750
45 H -3.583 -5.088 -2.566
46 C 7.127 -1.496 -1.694
47 H -5.546 0.687 1.955
48 H -6.398 1.570 0.742
49 H -2.831 1.424 3.099
50 O 0.116 -2.082 -0.464
51 H 0.087 -0.288 -1.499

=====

No. 2
ORCA calculation (ωB97M-V with the def2-TZVPD basis set) on an isolated molecule of C2H4N2O.

The calculation puts the total energy at -7163.612 eV. Its molecular weight is 72.1 g/mol. The net charge is 0. The value obtained for the HOMO energy is -0.36188 Eh. The calculation puts the LUMO energy at -0.9 eV. The calculation puts the energy above the lowest of the compared OMol25 structures with the same formula, charge and spin at 276.72 kJ/mol. The SMILES is NCN=C=O.

Geometry (Å):
1 H 1.771 0.697 -0.256
2 C -0.584 -1.758 0.635
3 N -0.157 -0.656 0.988
4 C -0.225 0.348 -0.075
5 O -0.869 -2.199 -0.458
6 H -0.578 -0.553 -0.970
7 N 0.878 1.167 -0.221
8 H -1.136 0.946 0.017
9 H 0.901 2.009 0.339

=====

- Which of these has the highest HOMO energy?
  C13H25AlF2NO9